1.
The following is a quantum chemistry calculation of 3 unconnected molecules or ions with the total composition C2H7NS at a distorted geometry, from the OMol25 dataset.

Cartesian coordinates (Å):
1 S 0.016308 0.267255 2.629513
2 H -0.987494 1.141335 2.288183
3 C -0.274674 -0.089981 -0.488832
4 C 0.230499 0.519190 -1.611068
5 N 0.060964 -1.376811 -0.051729
6 H -1.211319 0.357020 -0.134910
7 H -0.371021 1.280500 -2.117541
8 H 1.057168 0.053419 -2.140459
9 H -0.018133 -1.395499 0.980527
10 H 1.012373 -1.569101 -0.280376
11 H 0.485329 0.812673 0.926692

Atomic forces in eV per Å
S 0.37 2.16 -3.27
H 0.36 -0.59 0.64
C -0.52 0.50 -2.33
C -0.70 -0.92 1.05
N -0.46 0.88 1.13
H 0.31 -0.56 0.25
H 0.60 0.01 0.44
H 0.02 0.26 0.00
H -0.10 -0.25 -0.79
H 0.67 -0.43 -0.32
H -0.55 -1.05 3.20

As for the total charge: 0. As for the energy relative to the best compared isomer or geometry (same formula, charge and spin): 253.9 kJ/mol. Its frontier orbital gap is 8.61 eV. As for the LUMO energy: -0.3 eV. Its HOMO energy is -8.878 eV. The calculation puts the total energy at -533.23377 a.u. The spin multiplicity is 1.

2.
The following is a quantum chemistry calculation of 2 unconnected molecules or ions with the total composition C2H7NS at a distorted geometry, from the OMol25 dataset.

Cartesian coordinates (Å):
1 S -4.035748 -2.747055 -4.672049
2 H -4.969817 -2.069168 -5.459566
3 C 1.960030 0.371878 1.337541
4 C 0.824903 1.861922 2.867141
5 N 1.962638 1.272505 2.517542
6 H 1.724139 0.849310 0.397135
7 H 3.027026 0.141309 0.984138
8 H 1.545361 -0.684223 1.326235
9 H 0.826898 2.566310 3.630624
10 H -0.122042 1.715833 2.305289
11 H -2.743388 -3.278622 -5.234030

Atomic forces in eV per Å
S 1.11 -0.71 0.66
H 1.75 -0.79 -0.47
C 3.35 -1.60 -0.59
C 3.99 -1.78 -1.42
N -6.69 -0.20 -2.10
H -0.76 1.15 0.13
H -0.73 0.25 0.96
H 0.02 1.39 1.32
H 0.06 1.13 1.63
H 0.76 -0.34 0.07
H -2.85 1.50 -0.19

As for the total charge: +1. As for the energy relative to the best compared isomer or geometry (same formula, charge and spin): 366.5 kJ/mol. Its frontier orbital gap (alpha / beta) is 5.11 / 1.56 eV. As for the LUMO energy (alpha / beta): -6.1 / -9.7 eV. Its HOMO energy (alpha / beta) is -11.263 / -11.263 eV. The calculation puts the total energy at -532.87644 a.u. Its expectation value of S² is 0.77. The spin multiplicity is 2.

Question: Among the records above, which one has the lowest energy relative to the best compared isomer or geometry (same formula, charge and spin)?
Answer: number 1

Question: The highest spin multiplicity belongs to which entry?
Answer: number 2

Question: The highest total charge belongs to which entry?
Answer: number 2

Question: Among the records above, which one has the highest energy relative to the best compared isomer or geometry (same formula, charge and spin)?
Answer: number 2